# 1
Below is a structure of composition C32H48FN9O5Zr, with properties calculated with wB97M-V/def2-TZVPD.

```
96
Properties=species:S:1:pos:R:3
C -0.11 -1.27 3.51
C 3.86 -3.79 -0.88
H -3.75 4.74 -1.62
H 5.54 -3.24 2.29
H -0.43 -0.53 5.36
C 3.02 -4.81 -1.30
N -1.79 4.12 0.05
H -4.31 5.13 0.65
H -4.40 2.58 -5.18
C 5.59 -3.72 4.43
C -0.82 3.69 0.85
H 3.59 -4.59 1.91
H 6.31 -4.48 4.12
C -3.46 3.70 -1.66
H 3.87 0.54 -1.82
H 1.99 -2.43 4.30
N 4.00 -1.69 0.45
H -2.34 0.00 -1.86
N 3.11 -0.78 -3.18
C -2.22 5.54 0.19
H -1.38 6.08 0.63
H 0.42 0.53 4.26
H 3.82 -1.78 1.47
H -5.80 4.71 -1.96
H 4.47 -5.92 3.64
C -1.97 1.91 -0.90
H 1.89 -2.46 -2.88
C -3.64 1.49 -2.57
C -0.92 1.48 -0.05
C 3.08 -2.43 4.40
H 0.99 -5.57 -1.28
H 1.10 -1.09 -3.71
H 3.43 -5.64 -1.86
C 3.31 -2.75 -0.12
H -1.74 -2.55 3.15
O 0.43 -1.02 2.37
H 6.07 -3.11 5.19
H -8.01 3.09 -4.79
H 0.13 -3.61 -0.03
H -2.35 5.95 -0.81
Zr 1.20 -0.58 0.56
C 2.02 -1.66 -3.61
C 4.28 -0.64 -4.07
H 5.01 -1.72 0.33
N -7.47 3.96 -4.84
H 2.67 -3.88 6.00
H -1.05 -2.73 4.78
H 5.45 -1.81 3.33
C -5.36 2.72 -4.68
C 3.04 -0.11 -2.07
N 1.99 -2.68 0.11
H -3.27 5.32 2.07
C -3.46 5.68 1.06
H -5.86 1.75 -4.66
F -4.27 0.63 -3.37
C 1.66 -4.77 -0.98
C -7.28 4.51 -3.43
N -5.17 3.25 -3.31
C 3.76 -5.19 4.02
C 3.52 -3.37 5.55
O 1.66 1.20 1.23
C 5.13 -2.85 3.23
N 4.44 -4.38 5.03
H 2.95 -5.74 4.50
H -6.39 3.24 -6.50
C -5.81 4.53 -3.04
H -0.19 -3.38 3.36
H 2.13 -4.29 2.85
H -3.73 6.73 1.12
H 3.40 -1.40 4.58
H 5.01 0.03 -3.62
H 3.95 -0.23 -5.02
C -4.10 2.85 -2.54
H 4.92 -3.82 -1.06
C -2.62 1.04 -1.80
H -5.67 4.64 -5.68
H 2.29 -2.09 -4.56
H -0.40 4.41 1.54
H -7.86 3.89 -2.76
C -0.34 2.40 0.82
O -0.53 0.20 -0.06
O 0.68 2.24 2.96
C 3.22 -4.27 2.89
N -0.04 -0.37 4.45
C -0.81 -2.56 3.73
H -5.29 5.37 -3.51
C 1.19 -3.69 -0.28
C -2.41 3.26 -0.83
C 0.72 1.98 1.79
H 4.72 -1.62 -4.23
O 2.03 -0.16 -1.28
C -6.17 3.68 -5.52
H -8.04 4.61 -5.40
H -7.68 5.52 -3.41
H 4.02 -2.82 6.34
N 3.64 -2.87 3.11
```

Results
energy above the lowest of the compared OMol25 structures with the same formula, charge and spin	130.4	kJ/mol
orbital gap	5.31	eV
total charge	+4

# 2
Below is the molecule C4H6N2O2 at a distorted geometry, with properties calculated with wB97M-V/def2-TZVPD.

```
14
Properties=species:S:1:pos:R:3
O -1.07 -1.27 -1.11
H -1.68 1.28 1.07
H -1.43 -0.61 -1.75
N 1.17 0.05 0.19
C -0.98 0.77 0.46
H 0.21 -0.53 2.05
N -0.32 1.55 -0.57
H 1.45 1.22 -1.60
C -0.03 -0.32 0.98
H 2.91 -0.58 0.31
C 0.84 1.05 -0.72
H -1.99 -1.08 0.74
C -1.20 -0.68 0.15
O 2.13 -0.85 -0.22
```

Results
structure (SMILES)	O[C@@H]1[C@@H]2N=CN(O)[C@H]12
energy above the lowest of the compared OMol25 structures with the same formula, charge and spin	402.7	kJ/mol
orbital gap	9.42	eV

# 3
Below is a structure of composition C12H19F4N4Ti, with properties calculated with wB97M-V/def2-TZVPD.

```
40
Properties=species:S:1:pos:R:3
H -0.19 -2.87 3.75
H 1.02 1.09 3.42
C 1.08 -1.05 2.11
H -1.91 -2.86 4.06
Ti -0.58 1.01 0.87
H -2.18 -0.68 2.95
H -1.47 -1.87 1.86
H 3.47 4.77 -2.26
C 3.37 1.97 -0.31
H -3.25 1.16 -0.63
N -1.48 0.12 -0.92
F -0.15 2.78 -0.33
H -1.41 0.69 -1.76
C -1.04 -2.22 3.93
C 1.69 3.90 -1.41
H 2.72 0.38 2.17
C 2.07 -0.10 1.44
N -0.17 -0.34 2.45
F 4.22 1.07 0.18
H -2.04 1.57 3.44
H -0.95 2.46 2.33
F 0.84 4.80 -1.90
H 1.53 -1.51 2.99
H 2.72 -0.67 0.77
H -0.14 0.31 4.49
N 1.32 0.92 0.70
C -1.29 -1.28 2.76
C -1.00 1.86 3.28
C 3.86 3.01 -1.10
C 0.00 0.72 3.48
C 2.00 1.88 -0.06
F 5.17 3.05 -1.30
C 1.22 2.87 -0.63
H -3.13 -0.24 0.23
H 0.81 -1.86 1.42
H -0.89 -1.69 4.87
C 3.05 3.98 -1.65
H -1.57 -0.85 -1.22
H -0.77 2.66 3.99
N -2.60 0.57 -0.11
```

Results
energy above the lowest of the compared OMol25 structures with the same formula, charge and spin	0.0	kJ/mol
multiplicity	2
orbital gap (spin up / spin down)	7.45 / 7.86	eV
total charge	+2

# 4
Below is a cluster of 9 separate species, C6H29NO9 in total at a distorted geometry, with properties calculated with wB97M-V/def2-TZVPD.

```
45
Properties=species:S:1:pos:R:3
O -1.05 -0.89 -3.94
O 1.36 -0.41 -0.78
H -2.76 3.22 2.15
O 3.78 0.70 1.57
H -4.33 1.85 0.21
H 2.39 3.12 2.25
H -3.69 0.66 -0.45
O -2.59 2.55 1.50
O -4.48 1.21 -0.49
H 0.36 1.53 2.06
H -1.77 -1.21 1.40
H -1.93 -0.42 -0.64
H 0.90 -1.65 2.49
O 1.94 2.42 2.74
C -0.81 1.52 -0.94
O -0.46 1.32 2.54
H 4.32 1.27 1.01
O 3.98 0.71 -1.04
H -0.69 1.93 0.06
H 3.41 0.08 0.93
C -0.98 0.01 -0.93
C 0.22 -0.68 -0.36
H -1.17 0.03 -4.20
H 2.32 1.65 2.26
H -0.19 -1.03 -3.50
H -1.77 2.05 1.69
H -1.64 2.11 -1.29
C -1.24 -2.09 1.07
C -2.08 -2.86 -0.03
H -1.08 -0.27 -2.00
H 1.16 -3.13 1.57
H -0.24 1.59 3.44
N 0.11 -1.71 0.52
H 3.06 0.78 -1.30
H 2.40 -1.16 -3.78
H -1.02 -2.96 1.68
O 1.59 -0.66 -3.63
H -1.46 -3.55 -0.59
H 2.05 -1.50 1.27
H -2.88 -3.38 0.49
H 4.40 0.01 -1.54
H -2.37 -2.15 -0.79
C 1.14 -2.05 1.50
H 1.70 -0.33 -2.71
H 0.12 1.75 -1.47
```

Results
structure (SMILES)	CCC(=O)N(C)CC.O.O.O.O.O.O.O.O
energy above the lowest of the compared OMol25 structures with the same formula, charge and spin	262.1	kJ/mol
orbital gap	9.99	eV

# 5
Below is the ion C23H47FN2O4PS with charge +1, with properties calculated with wB97M-V/def2-TZVPD.

```
79
Properties=species:S:1:pos:R:3
H -5.60 0.04 -0.61
H -1.51 -1.49 -3.63
C -0.49 -1.02 1.88
H 2.68 4.73 -0.12
O 5.09 0.68 -1.60
C 2.66 3.97 0.66
C 5.56 -0.98 1.08
C 3.76 2.95 0.49
H -2.21 -1.31 0.84
H -0.71 2.63 1.62
H -1.34 1.29 3.30
C 6.25 -0.92 2.42
H 2.34 -0.96 0.09
H -4.03 -2.23 0.92
H -2.32 -2.09 -1.52
H -5.38 -2.84 0.00
H 5.51 -0.81 3.21
H 3.44 -1.61 -1.13
H 6.27 -1.01 0.25
O 4.73 0.20 0.93
C -4.35 -2.51 -0.08
C 2.88 -0.73 -0.83
F 0.21 -0.76 -4.23
H -1.74 2.13 -1.89
H 6.94 -0.07 2.45
H 1.98 -1.00 -2.79
H 0.96 -2.09 0.71
C -1.87 0.00 -1.50
C 0.08 -2.78 -2.95
H 1.89 -0.66 2.93
H 4.17 2.63 1.45
C 1.94 -0.29 -1.98
C -1.46 0.33 -0.02
H 0.12 -2.96 -1.87
C -0.50 -1.41 -3.24
H -0.54 -3.55 -3.40
H 4.91 -1.86 1.02
N -0.54 -0.52 -2.07
H 0.25 -3.01 2.00
C -2.43 1.32 3.32
H 6.80 -1.84 2.59
C -1.58 2.76 0.98
H 1.08 -2.86 -3.35
H -4.20 1.91 -1.88
C -2.18 1.25 -2.37
H 1.68 3.48 0.64
H -4.04 1.53 1.94
C -4.26 -1.33 -1.05
H -1.62 1.11 -3.31
H -0.09 -0.03 2.14
H -3.07 -1.17 -2.80
H -4.13 0.76 -3.24
H 1.77 -2.27 3.61
H -4.97 -1.53 -1.86
S 0.26 1.00 -0.22
H -3.35 -0.05 1.92
H 2.75 4.48 1.62
H -2.70 2.31 3.67
C -2.87 -1.17 -1.73
O 3.20 1.78 -0.17
H -3.60 2.42 -3.44
C 0.54 -0.04 -1.53
H -3.76 -3.36 -0.43
C -2.33 1.45 0.69
N -1.29 -0.96 0.64
C 1.84 -1.72 2.68
H -1.28 3.27 0.06
H 4.57 3.33 -0.13
O -4.68 -0.14 -0.39
H -3.10 1.70 -0.03
H -1.14 -1.31 2.71
C -3.62 1.59 -2.74
H 2.79 -1.99 2.21
H 2.29 0.65 -2.41
P 4.13 0.54 -0.50
C -3.09 1.01 1.97
C 0.65 -2.03 1.76
H -2.26 3.44 1.51
H -2.77 0.61 4.08
```

Results
orbital gap	9.30	eV
total charge	+1

# 6
Below is a cluster of 3 separate species, C3H12N2O in total at a distorted geometry, with properties calculated with wB97M-V/def2-TZVPD.

```
18
Properties=species:S:1:pos:R:3
H 1.76 -2.15 -1.14
H -2.17 -0.43 -1.21
H -2.13 -0.83 0.37
H 1.45 1.97 0.94
H 1.60 -1.80 1.56
H 1.21 2.07 -0.92
C 1.01 -1.72 -0.44
C 1.02 2.43 0.06
H 0.07 -2.13 -0.88
O 1.04 -0.41 -0.50
H -0.37 3.40 1.30
C -0.01 3.24 0.29
N -2.49 -1.12 -0.53
H -0.43 3.94 -0.39
H -3.49 -1.10 -0.45
H 0.27 -0.08 0.00
N 1.24 -2.39 0.80
H 0.42 -2.90 1.14
```

Results
energy above the lowest of the compared OMol25 structures with the same formula, charge and spin	239.6	kJ/mol
multiplicity	2
orbital gap (spin up / spin down)	9.57 / 3.96	eV
total charge	+1

# 7
Below is a cluster of 2 separate species, C5H9N3O2 in total at a distorted geometry, with properties calculated with wB97M-V/def2-TZVPD.

```
19
Properties=species:S:1:pos:R:3
C -0.99 -0.13 1.38
H -1.80 -1.42 0.00
H 0.59 1.80 -0.31
N -0.95 -0.94 0.20
H 0.93 2.80 -2.58
C 0.29 0.46 1.74
N 0.23 1.34 -1.16
H 0.93 0.65 -1.42
C 0.01 2.30 -2.24
H 0.34 1.09 2.60
H 2.25 -1.04 -0.51
H -0.40 1.75 -3.09
H -0.68 3.08 -1.94
O 0.15 -1.87 -1.60
N 1.39 -0.84 0.10
C 0.20 -1.29 -0.53
C 1.43 0.01 1.16
H 2.41 0.37 1.53
O -2.02 0.10 1.93
```

Results
structure (SMILES)	O=c1cc[nH]c(=O)[nH]1.CN
energy above the lowest of the compared OMol25 structures with the same formula, charge and spin	5.5	kJ/mol
orbital gap	9.74	eV

# 8
Below is a structure of composition C13H27BiCl2P at a distorted geometry, with properties calculated with wB97M-V/def2-TZVPD.

```
44
Properties=species:S:1:pos:R:3
C -2.24 2.30 -1.40
C -0.04 -3.90 1.51
H -0.89 3.74 -2.90
C 1.91 -1.46 3.24
H 0.49 0.00 -1.16
C 2.17 2.18 -2.84
H 1.62 4.21 -3.40
H 0.92 2.95 -4.40
Cl 0.45 2.89 0.84
H 2.84 -1.00 3.61
H -1.13 -2.72 0.03
C -0.63 1.73 -2.13
H 2.22 0.03 -2.67
C 1.48 0.81 -2.83
H 1.38 0.43 2.29
Bi -1.37 1.15 0.09
H 0.63 -2.59 -0.07
H -3.32 -1.73 3.63
H 2.05 -0.79 1.20
H -2.90 -2.59 2.14
C 1.39 -0.66 2.06
H -0.84 -2.15 3.54
H -2.31 3.39 -1.33
H -1.22 -0.43 3.59
H 0.21 3.66 -1.49
H 2.17 -2.49 2.96
H -0.17 -4.79 0.89
P -0.30 -1.06 1.50
C -0.21 -2.67 0.64
C 0.39 0.82 -1.84
C -2.78 -1.65 2.69
H -3.23 -0.84 2.10
H -1.06 1.37 -3.07
H 0.97 -3.98 1.94
H 0.99 0.62 -3.81
C 1.18 3.21 -3.37
H 2.44 2.48 -1.82
C -1.31 -1.34 2.98
H 3.07 2.13 -3.48
H -3.02 1.93 -2.08
H 1.22 -1.49 4.09
C -0.06 3.20 -2.45
H -0.77 -3.98 2.32
Cl -2.42 -0.89 -1.32
```

Results
energy above the lowest of the compared OMol25 structures with the same formula, charge and spin	326.4	kJ/mol
orbital gap (spin up / spin down)	6.19 / 4.68	eV
total charge	-1

# 9
Below is a cluster of 2 separate species, C3H9NO2S in total at a distorted geometry, with properties calculated with wB97M-V/def2-TZVPD.

```
16
Properties=species:S:1:pos:R:3
H 2.01 -0.16 1.54
N -0.88 -0.04 -0.12
H -1.83 -1.89 0.35
H 3.00 -1.39 0.99
H -0.74 2.49 0.58
C 1.90 -0.99 0.84
H -0.98 3.04 -1.24
H 1.36 -1.82 1.25
H -0.77 -1.84 -1.03
H -2.33 -1.25 -1.25
H 0.54 2.32 -0.79
O -1.25 0.98 -0.91
S 1.47 -0.42 -0.82
O 1.12 -1.69 -1.54
C -0.69 2.30 -0.55
C -1.56 -1.28 -0.46
```

Results
energy above the lowest of the compared OMol25 structures with the same formula, charge and spin	628.3	kJ/mol
orbital gap (spin up / spin down)	8.08 / 8.36	eV

# 10
Below is a structure of composition C10H30B3CaF12KO5 at a distorted geometry, with properties calculated with wB97M-V/def2-TZVPD.

```
62
Properties=species:S:1:pos:R:3
H -0.08 -3.23 -4.14
H -2.13 -2.26 -1.72
B -3.35 -1.04 -3.37
C -3.14 -0.88 3.16
F 0.64 1.37 0.68
F -3.11 -2.34 -3.64
H 2.14 2.81 -1.52
H 3.48 -1.16 0.54
H -3.92 -0.48 3.82
H -1.18 -4.15 -2.24
C 3.77 -2.69 2.01
F -4.89 1.12 1.14
F -4.79 3.25 1.88
C 2.88 -1.75 1.24
O 3.96 4.63 1.53
H 2.41 -3.04 -0.15
C 4.52 3.58 2.31
H 2.90 1.73 -2.55
C -0.02 -2.56 -3.28
H 4.94 3.83 3.28
H 0.96 -2.19 -2.99
H 2.90 3.33 -2.93
H 0.48 -3.62 -1.67
C -0.50 -3.32 -2.03
H 3.25 -3.11 2.87
H 0.76 2.97 -4.28
F -2.74 -0.69 -2.19
H 5.37 3.19 1.75
H 2.48 3.12 2.75
H -4.59 -2.50 2.73
B -0.27 0.42 0.34
F -2.81 -0.28 -4.30
H 4.29 -3.47 1.46
F -0.73 -0.15 1.48
H -2.16 -0.82 3.64
O -2.85 -2.41 1.46
B -4.58 2.42 0.78
F -5.33 2.81 -0.32
H 2.39 -0.92 1.75
O 1.92 -2.46 0.44
H -0.25 2.07 -1.74
F 0.35 -0.50 -0.54
H -3.13 -2.98 3.48
K -1.27 2.61 2.19
H 4.49 -2.00 2.44
F -4.67 -0.83 -3.23
O -1.32 -2.49 -1.26
H 3.55 1.73 3.12
F -3.25 2.55 0.39
H -3.15 -0.19 2.32
H 0.91 1.36 -3.90
H 3.16 2.17 1.47
O -0.41 2.42 -2.62
C 3.38 2.58 2.45
H -0.66 -1.73 -3.59
H 4.69 5.11 1.12
C 2.20 2.57 -2.58
F -1.36 1.06 -0.30
H -3.53 -2.25 0.80
C 0.84 2.33 -3.40
Ca -0.35 -2.37 0.90
C -3.52 -2.28 2.74
```

Results
multiplicity	2
orbital gap (spin up / spin down)	8.09 / 3.27	eV
total charge	+1

# 11
Below is the molecule C3H8N2 at a distorted geometry, with properties calculated with wB97M-V/def2-TZVPD.

```
13
Properties=species:S:1:pos:R:3
C 0.04 1.23 -0.48
C 0.82 0.29 0.43
H -1.18 0.78 1.31
H 0.06 0.98 -1.51
H -1.82 -1.46 0.48
H 1.29 0.76 1.29
H 0.94 -1.84 0.22
H 0.14 2.27 -0.20
H 2.53 -0.78 -0.09
N -1.45 -0.77 -0.19
N 1.38 -0.86 -0.27
C -0.72 0.32 0.44
H -2.29 -0.33 -0.65
```

Results
structure (SMILES)	N[C@@H]1C[C@@H]1N
energy above the lowest of the compared OMol25 structures with the same formula, charge and spin	286.9	kJ/mol
orbital gap	9.65	eV

# 12
Below is the ion C6H15N with charge -1 at a distorted geometry, with properties calculated with wB97M-V/def2-TZVPD.

```
22
Properties=species:S:1:pos:R:3
H 0.64 2.29 -0.90
H -1.50 0.13 -2.98
C 0.15 1.60 -0.25
H 0.98 1.26 0.39
H -0.84 1.99 0.03
C -0.17 0.33 -1.26
C -1.18 0.88 -2.27
H -2.25 1.04 -1.77
H 0.86 -0.57 3.32
H 1.38 -2.33 1.60
H -1.13 -1.66 -0.73
H 1.76 0.19 1.79
H 0.06 0.57 2.21
H -0.80 1.69 -2.90
N 0.64 -1.40 0.17
H 1.44 -1.12 -0.43
H -1.30 -0.27 0.35
C 0.56 -1.65 1.59
H -0.35 -2.12 1.96
C -0.54 -0.78 -0.35
H 0.77 0.20 -1.82
C 0.82 -0.25 2.25
```

Results
energy above the lowest of the compared OMol25 structures with the same formula, charge and spin	236.5	kJ/mol
multiplicity	2
orbital gap (spin up / spin down)	2.49 / 8.66	eV
total charge	-1

Values for E, eV, ordered as above
-61581.241 -11316.868 -52682.044 -26610.067 -58621.464 -8322.368 -13896.524 -54089.752 -19671.901 -90506.370 -6218.873 -7951.391